DFT (ωB97M-V/def2-TZVPD) results for a structure of composition C9H13GaN8O2S2.

Properties
Max |F| ... 0.40 eV/A
Charge ... +2
HOMO-LUMO gap ... 6.88 eV

The geometry in XYZ format:
```
35
Properties=species:S:1:pos:R:3:forces:R:3
Ga -0.06992 0.06177 -0.62951 -0.3143 0.1381 0.2132
C -4.50685 1.86991 -2.68680 -0.0178 -0.0074 0.0307
S -3.50742 3.01570 -1.72087 -0.1474 0.0268 -0.0069
C -2.18060 2.07291 -1.20670 0.2301 0.0448 -0.0572
S -2.08485 0.36513 -1.60385 0.0903 -0.0515 -0.1078
N -1.27655 2.76090 -0.54209 -0.0826 -0.0232 0.0493
N -0.19691 2.04677 -0.19834 -0.2012 -0.2570 -0.0333
C 0.78404 2.55418 0.43456 0.2258 0.1637 0.0832
C 1.92618 1.65772 0.64901 0.0051 0.0539 -0.0056
C 3.09507 2.07236 1.24797 0.1182 0.1079 0.0824
C 4.15569 1.17973 1.33979 0.0422 -0.0216 0.0071
C 4.01485 -0.10082 0.82653 0.0304 0.0353 0.0149
C 2.80934 -0.45277 0.25141 -0.0629 0.0086 0.0052
N 1.78401 0.40312 0.17402 -0.0368 -0.1203 -0.1581
H -5.37866 2.45098 -2.98104 -0.0021 0.0032 -0.0079
H -4.83036 1.02384 -2.08634 -0.0307 0.0083 -0.0147
H -3.97487 1.54424 -3.57650 -0.0032 -0.0043 -0.0076
H 0.79326 3.59255 0.74890 0.0218 -0.0105 -0.0107
H 3.17765 3.08512 1.62133 0.0084 -0.0343 -0.0105
H 5.08722 1.48631 1.79713 -0.0090 0.0033 -0.0048
H 4.82544 -0.81474 0.85852 -0.0159 0.0037 0.0068
H 2.66183 -1.43861 -0.16931 0.0058 0.0267 0.0092
N -1.16352 -0.59463 1.65662 0.0825 -0.0343 0.0147
N -1.13274 -1.99899 1.72796 0.0691 -0.0648 0.0123
C -0.57096 -2.69876 0.73089 -0.2265 0.0217 -0.0065
N -0.53772 -4.01155 0.73523 0.0078 -0.0384 -0.0008
N -0.07764 -1.91361 -0.23994 0.1750 -0.0401 -0.0846
N 0.46946 -2.35054 -1.40423 0.0531 0.2380 -0.1769
O 0.63660 -3.49241 -1.70796 -0.0553 0.0914 0.1027
O 0.77349 -1.34741 -2.09685 0.0750 -0.3030 -0.0015
H -0.72221 -0.21492 2.48813 0.0096 0.0249 0.0615
H -2.13118 -0.28433 1.62537 -0.0207 0.0358 -0.0512
H -1.56469 -2.47298 2.50769 -0.0312 -0.0163 0.0487
H -0.94721 -4.55271 1.48201 -0.0108 0.0092 0.0177
H -0.13928 -4.50346 -0.05277 0.0184 -0.0184 -0.0129
```
Forces are in eV/Å.

DFT (ωB97M-V/def2-TZVPD) results for a structure of composition C37H48F3MnSb2.

Properties
Max |F| ... 1.60 eV/A
Charge ... +1
Multiplicity ... 6
Expectation value of S² ... 8.7647
HOMO-LUMO gap (spin up / spin down) ... 7.28 / 7.71 eV

The geometry in XYZ format:
```
91
Properties=species:S:1:pos:R:3:forces:R:3
Mn -0.41132 -0.33114 0.84782 1.1395 1.1134 0.0986
C 0.35079 1.74315 1.64501 -0.3366 0.0883 0.0647
C 0.97004 0.73768 2.43748 -0.0403 -0.1927 0.3088
C 1.88471 0.04000 1.60432 0.1119 -0.3757 0.1946
C 1.80524 0.58024 0.30312 0.1849 -0.1547 -0.2364
C 0.85518 1.62991 0.32372 -0.1790 0.2215 -0.2615
C 0.53673 2.59775 -0.77853 -0.0196 -0.0768 -0.0046
C 2.72749 0.21265 -0.82570 -0.0751 -0.0019 0.0172
C 2.90720 -0.95388 2.08002 -0.0060 0.0991 -0.0340
C 0.88392 0.56500 3.93241 -0.0635 0.0165 -0.0829
C -0.55018 2.84977 2.10765 -0.0491 -0.0550 0.0046
H 0.97799 3.57620 -0.56956 0.0005 -0.0278 -0.0117
H -0.54018 2.74942 -0.88860 -0.0003 -0.0094 0.0116
H 0.92404 2.26256 -1.74091 -0.0173 0.0036 0.0246
H 3.73623 0.58271 -0.62608 -0.0165 0.0204 -0.0183
H 2.40486 0.64364 -1.77451 -0.0039 -0.0258 0.0313
H 2.81389 -0.86838 -0.96091 0.0123 0.0269 0.0371
H 3.81835 -0.43418 2.39479 -0.0323 -0.0041 -0.0316
H 3.19773 -1.65889 1.29789 -0.0225 0.0174 0.0168
H 2.55630 -1.53298 2.93356 0.0130 0.0394 -0.0191
H 1.85293 0.76683 4.39391 -0.0134 0.0273 -0.0009
H 0.59897 -0.44804 4.22710 0.0210 0.0012 -0.0159
H 0.16169 1.24956 4.37730 0.0074 -0.0275 -0.0236
H -0.03694 3.81208 2.03239 -0.0189 -0.0187 0.0163
H -0.85538 2.72155 3.14658 0.0026 0.0019 -0.0402
H -1.45769 2.92607 1.50017 0.0185 -0.0059 -0.0026
C -6.08093 0.64315 -0.29416 -0.0139 0.1963 -0.0559
C -4.77387 1.41880 -0.16175 0.2198 0.1700 -0.1695
C -4.64260 2.48156 -1.25727 -0.1342 0.0131 0.0424
Sb -2.93654 0.26924 -0.14811 -0.4287 -0.5708 0.2893
C -3.20787 -0.95929 1.67622 -0.1978 0.1300 -0.1391
C -4.42308 -1.87868 1.73392 0.0510 -0.0061 0.0366
C -3.13596 -0.02385 2.88610 -0.1044 -0.0862 -0.0074
C -3.06333 -1.24056 -1.69600 -0.1024 0.1927 -0.1246
C -4.45389 -1.72976 -2.09056 0.0964 -0.0395 -0.0944
C -2.27679 -0.74066 -2.91228 -0.0685 -0.1338 -0.0258
H -6.90681 1.31690 -0.04381 0.0300 -0.0368 -0.0362
H -6.15470 -0.21821 0.35917 0.0212 -0.0524 0.0590
H -6.23981 0.30626 -1.31724 0.0214 -0.0032 0.0049
H -4.73208 1.90852 0.81368 -0.0259 0.0076 0.0327
H -4.64344 2.02525 -2.25167 0.0085 0.0147 0.0527
H -3.73463 3.07894 -1.15892 -0.0113 -0.0144 0.0218
H -5.49668 3.16378 -1.21352 0.0359 -0.0295 -0.0233
H -2.33539 -1.62556 1.69079 0.1484 -0.0559 0.0115
H -5.34532 -1.30765 1.80895 -0.0627 0.0133 0.0085
H -4.36695 -2.51055 2.62598 0.0121 0.0186 -0.0221
H -4.48674 -2.54206 0.87050 0.0070 0.0097 -0.0121
H -3.91717 0.73942 2.84630 -0.0166 -0.0350 0.0182
H -2.18028 0.50018 2.96485 0.0788 0.0363 -0.0330
H -3.27984 -0.58682 3.81295 0.0130 0.0171 -0.0179
H -2.51849 -2.06891 -1.23862 0.0198 -0.0584 0.0589
H -4.99446 -0.96209 -2.64748 0.0110 -0.0164 0.0222
H -5.06524 -2.02751 -1.23985 0.0175 0.0136 0.0135
H -4.36191 -2.59944 -2.75146 -0.0045 0.0613 0.0290
H -2.77762 0.10612 -3.38992 0.0147 -0.0273 0.0264
H -2.19291 -1.53367 -3.66299 -0.0073 0.0421 0.0273
H -1.26493 -0.42043 -2.65216 0.0128 -0.0021 0.0227
F -4.95320 -6.52844 0.62328 -0.0149 -0.0001 -0.0129
C -3.85186 -5.77042 0.55180 -0.0254 -0.0262 -0.0256
C -3.38042 -5.39499 -0.69134 0.0577 0.0614 -0.0643
C -2.23537 -4.61069 -0.75698 -0.0203 -0.0158 0.0516
C -1.57738 -4.20797 0.40594 -0.0378 -0.0179 -0.0054
C -2.08468 -4.61018 1.64151 -0.0129 -0.0098 -0.0695
C -3.22461 -5.39921 1.72361 0.0847 0.0529 0.0986
Sb 0.14101 -2.94062 0.30144 -0.2632 -0.7231 -0.0182
C 1.31695 -3.89343 1.77655 0.0184 0.0805 0.0519
C 2.37982 -4.73222 1.45496 -0.0238 0.0049 0.0583
C 3.11936 -5.34231 2.45974 0.0174 0.0043 -0.0857
C 2.77916 -5.09630 3.77512 0.0153 -0.0174 0.0206
F 3.48638 -5.68531 4.74545 0.0146 -0.0057 0.0073
C 1.73996 -4.25701 4.13005 -0.0559 0.0380 -0.0041
C 1.01488 -3.64933 3.11717 0.0292 -0.0838 -0.0601
C 0.93776 -3.66993 -1.50560 0.0015 0.1598 -0.0776
C 1.03049 -5.04682 -1.72083 0.0223 0.0717 -0.0405
C 1.51875 -5.53309 -2.92266 -0.0258 -0.0431 0.0635
C 1.89783 -4.62743 -3.89754 0.0086 -0.0287 -0.0234
F 2.36568 -5.09721 -5.05772 0.0095 -0.0050 -0.0226
C 1.80678 -3.26123 -3.72319 -0.0072 0.0838 0.0452
C 1.32050 -2.78418 -2.51347 -0.0188 -0.1217 0.0302
H -3.90009 -5.72074 -1.58358 0.0248 0.0042 0.0320
H -1.85128 -4.33125 -1.73297 -0.0095 -0.0021 0.0269
H -1.58608 -4.32915 2.56157 0.0117 -0.0072 0.0092
H -3.62341 -5.73132 2.67503 0.0317 0.0320 -0.0671
H 2.64991 -4.91477 0.42143 -0.0099 0.0085 0.0379
H 3.95018 -5.99844 2.23473 -0.0259 0.0216 0.0123
H 1.52140 -4.08542 5.17599 0.0050 -0.0019 -0.0306
H 0.21764 -2.96484 3.38985 -0.0192 0.0093 0.0015
H 0.71622 -5.74806 -0.95570 -0.0058 0.0152 -0.0170
H 1.60582 -6.59459 -3.11386 -0.0046 0.0284 -0.0036
H 2.11223 -2.59557 -4.51996 -0.0118 -0.0240 0.0258
H 1.24395 -1.71354 -2.36488 -0.0182 -0.0126 -0.0040
```
Forces are in eV/Å.

DFT (ωB97M-V/def2-TZVPD) results for an isolated molecule of C10H11NOS.

Properties
Max |F| ... 6.31 eV/A
Structure (SMILES) ... c1coc(CNCc2cccs2)c1
HOMO-LUMO gap ... 9.02 eV

The geometry in XYZ format:
```
24
Properties=species:S:1:pos:R:3:forces:R:3
C -2.18727 -1.83280 -2.23109 -3.2715 -3.9223 -0.3124
C -1.74700 -0.68931 -2.63272 3.9251 4.0002 0.2685
O -0.49558 -0.32952 -1.96979 -1.6328 -1.0289 -0.3791
C -0.19000 -1.34280 -1.02461 -3.0611 -2.9005 -4.6992
C 1.32568 -1.79838 -0.88905 -2.2763 -3.7888 -0.8260
N 1.92629 -1.17524 0.21766 0.6572 -1.3469 2.9922
C 1.94433 0.27531 0.17455 4.5201 -0.6923 -2.1729
C 1.00436 0.96655 1.00587 -1.4028 0.3167 -0.0111
C 1.34939 1.37226 2.20976 0.9197 3.8498 4.7612
C 0.23439 2.16117 2.86991 2.2731 1.4422 2.7992
C -0.90210 2.10384 2.22843 -0.4232 -0.7446 -2.6866
S -0.66935 1.32867 0.70679 -0.4252 -0.7251 -0.8154
C -1.30143 -2.29097 -1.23333 3.3141 2.8162 0.5933
H -3.11580 -2.40335 -2.76782 2.4492 1.5368 1.8572
H -2.08191 0.04253 -3.33561 -0.0351 0.2322 -0.1294
H 1.89016 -2.01997 -1.97981 -1.2269 1.7865 2.7839
H 1.22391 -2.96207 -0.63623 0.0643 2.3971 -0.1935
H 1.60019 -1.62452 1.20141 0.9452 1.6945 -3.3013
H 1.98496 0.51535 -0.92090 -0.7377 0.1303 0.8854
H 3.07672 0.59453 0.44136 -2.5629 -0.3437 -0.0185
H 2.40850 1.46558 2.71878 -2.1885 -0.7047 -1.5013
H 0.18174 3.00081 3.71606 1.1218 -2.4771 -1.3459
H -1.80355 2.63294 2.35752 -0.8070 0.4381 0.4172
H -1.35678 -3.18688 -0.73504 -0.1389 -1.9656 1.0346
```
Forces are in eV/Å.